This record from OMol25 describes 13 unconnected molecules or ions with the total composition C37H79N5O26 in a non-equilibrium geometry. The level of theory is the ωB97M-V functional and the def2-TZVPD basis.

Last columns: bonded neighbours and bond lengths (Å).
CARTESIAN COORDINATES (ANGSTROEM)
1 C -3.95313 2.51562 1.51246  N2 1.461, H5 1.090, H6 1.090, H7 1.090
2 N -5.11442 1.95232 2.19761  C1 1.461, O3 1.238, O4 1.241
3 O -5.31986 0.74597 2.00796  N2 1.238
4 O -5.82806 2.66661 2.91922  N2 1.241
5 H -3.89391 3.57474 1.76314  C1 1.090
6 H -4.03300 2.51232 0.42540  C1 1.090
7 H -3.08347 1.91692 1.78331  C1 1.090
8 C -0.18962 2.54637 4.62412  N9 1.461, H12 1.090, H13 1.090, H14 1.090
9 N -0.83263 3.59315 3.83382  C8 1.461, O10 1.203, O11 1.281
10 O -1.89324 3.26714 3.36979  N9 1.203
11 O -0.26959 4.74335 3.82202  N9 1.281
12 H -0.05234 2.81046 5.67270  C8 1.090
13 H 0.80193 2.32231 4.23077  C8 1.090
14 H -0.77402 1.62729 4.58080  C8 1.090
15 C -5.73457 -2.61306 0.63117  N16 1.475, H19 1.090, H20 1.090, H21 1.090
16 N -4.29804 -2.62598 0.96453  C15 1.475, O17 1.265, O18 1.243
17 O -3.47727 -1.72441 0.62824  N16 1.265
18 O -3.93374 -3.77306 1.27648  N16 1.243
19 H -5.83130 -2.07900 -0.31409  C15 1.090
20 H -6.16883 -2.05425 1.46017  C15 1.090
21 H -6.10796 -3.63654 0.59666  C15 1.090
22 C 6.22790 0.14472 1.40448  N23 1.490, H26 1.090, H27 1.090, H28 1.090
23 N 5.25358 1.01057 0.68322  C22 1.490, O24 1.279, O25 1.221
24 O 4.69099 0.59616 -0.38845  N23 1.279
25 O 5.14430 2.17340 1.03751  N23 1.221
26 H 5.98205 -0.90237 1.58123  C22 1.090
27 H 6.39319 0.57430 2.39252  C22 1.090
28 H 7.12747 0.05212 0.79597  C22 1.090
29 C 3.08338 4.60742 2.07072  N30 1.485, H33 1.090, H34 1.090, H35 1.090
30 N 3.69867 4.16785 3.34895  C29 1.485, O31 1.224, O32 1.235
31 O 2.97717 3.58274 4.14621  N30 1.224
32 O 4.91731 4.31588 3.48852  N30 1.235
33 H 3.89021 4.48571 1.34801  C29 1.090
34 H 2.69001 5.62347 2.10274  C29 1.090
35 H 2.26936 3.92814 1.81764  C29 1.090
36 O 5.43524 -0.66940 5.82459  C37 1.235
37 C 4.30016 -1.11877 5.64031  O36 1.235, O38 1.336, C41 1.477
38 O 3.74203 -2.25862 6.05766  C37 1.336, C39 1.356
39 C 4.28253 -3.21459 6.85233  O38 1.356, C40 1.490, H42 1.090, H43 1.090
40 C 3.54948 -3.36654 8.14116  C39 1.490, H44 1.090, H45 1.090, H46 1.090
41 C 3.40913 -0.28540 4.80724  C37 1.477, H47 1.090, H48 1.090, H49 1.090
42 H 5.32767 -3.07441 7.12822  C39 1.090
43 H 4.15900 -4.20595 6.41637  C39 1.090
44 H 4.22948 -3.43933 8.98994  C40 1.090
45 H 2.67821 -4.02150 8.14308  C40 1.090
46 H 3.01521 -2.46158 8.43048  C40 1.090
47 H 2.71766 -1.04096 4.43426  C41 1.090
48 H 3.97695 0.08918 3.95555  C41 1.090
49 H 2.75633 0.43205 5.30446  C41 1.090
50 O 3.49012 -2.21582 2.11235  C51 1.218
51 C 3.47600 -3.28019 1.51981  O50 1.218, O52 1.440, C55 1.474
52 O 4.01189 -4.51368 2.03515  C51 1.440, C53 1.440
53 C 4.54282 -4.69918 3.36082  O52 1.440, C54 1.556, H56 1.090, H57 1.090
54 C 5.92289 -4.01235 3.57534  C53 1.556, H58 1.090, H59 1.090, H60 1.090
55 C 2.91382 -3.34324 0.15840  C51 1.474, H61 1.090, H62 1.090, H63 1.090
56 H 4.70586 -5.77297 3.45298  C53 1.090
57 H 3.74484 -4.49724 4.07536  C53 1.090
58 H 6.55725 -4.08798 2.69217  C54 1.090
59 H 6.36787 -4.25774 4.53964  C54 1.090
60 H 5.84943 -2.92661 3.63761  C54 1.090
61 H 2.16636 -4.13144 0.06815  C55 1.090
62 H 3.81785 -3.39050 -0.44872  C55 1.090
63 H 2.52774 -2.37571 -0.16244  C55 1.090
64 O -0.95946 3.31504 -4.07283  C65 1.221
65 C -0.99359 4.39196 -4.64694  O64 1.221, O66 1.355, C69 1.482
66 O -1.25558 5.59238 -4.07588  C65 1.355, C67 1.426
67 C -1.51163 5.69558 -2.67645  O66 1.426, C68 1.492, H70 1.090, H71 1.090
68 C -1.45181 7.15105 -2.35302  C67 1.492, H72 1.090, H73 1.090, H74 1.090
69 C -0.51085 4.53214 -6.04126  C65 1.482, H75 1.090, H76 1.090, H77 1.090
70 H -0.73909 5.07096 -2.22796  C67 1.090
71 H -2.43139 5.17781 -2.40431  C67 1.090
72 H -0.49029 7.62050 -2.56090  C68 1.090
73 H -1.59368 7.28588 -1.28074  C68 1.090
74 H -2.22097 7.71066 -2.88533  C68 1.090
75 H 0.20631 5.34420 -6.16102  C69 1.090
76 H -1.36400 4.70728 -6.69668  C69 1.090
77 H -0.02012 3.63913 -6.42830  C69 1.090
78 O 1.62259 0.48801 -4.70347  C79 1.202
79 C 1.48117 -0.68777 -4.49805  O78 1.202, O80 1.358, C83 1.476
80 O 0.94776 -1.59683 -5.35404  C79 1.358, C81 1.441
81 C 0.68572 -1.29696 -6.73891  O80 1.441, C82 1.558, H84 1.090, H85 1.090
82 C 1.12406 -2.39620 -7.75185  C81 1.558, H86 1.090, H87 1.090, H88 1.090
83 C 1.48959 -1.10060 -3.08087  C79 1.476, H89 1.090, H90 1.090, H91 1.090
84 H 1.07629 -0.31714 -7.01368  C81 1.090
85 H -0.38009 -1.27186 -6.96589  C81 1.090
86 H 0.63742 -3.34019 -7.50659  C82 1.090
87 H 2.18629 -2.64060 -7.75844  C82 1.090
88 H 0.79270 -2.21736 -8.77474  C82 1.090
89 H 0.47706 -1.27005 -2.71462  C83 1.090
90 H 2.03833 -0.33530 -2.53196  C83 1.090
91 H 2.11045 -1.96680 -2.85210  C83 1.090
92 O -1.68607 -4.58513 -2.65968  C93 1.202
93 C -1.92374 -3.61560 -1.99074  O92 1.202, O94 1.321, C97 1.496
94 O -3.09426 -3.00348 -2.02039  C93 1.321, C95 1.395
95 C -4.08537 -3.36294 -2.93330  O94 1.395, C96 1.479, H98 1.090, H99 1.090
96 C -4.02783 -2.67134 -4.23929  C95 1.479, H100 1.090, H101 1.090, H102 1.090
97 C -0.87480 -3.08505 -1.06529  C93 1.496, H103 1.090, H104 1.090, H105 1.090
98 H -5.02432 -3.15298 -2.42105  C95 1.090
99 H -4.31060 -4.42156 -3.06250  C95 1.090
100 H -4.96053 -2.72193 -4.80108  C96 1.090
101 H -3.17976 -3.13422 -4.74389  C96 1.090
102 H -3.88425 -1.61534 -4.01050  C96 1.090
103 H -1.19855 -3.08789 -0.02448  C97 1.090
104 H -0.63554 -2.03288 -1.21956  C97 1.090
105 H 0.14740 -3.46263 -1.09008  C97 1.090
106 O -2.62698 1.55819 -7.97243  C107 1.212
107 C -3.06566 2.65003 -7.68101  O106 1.212, O108 1.353, C111 1.476
108 O -3.31868 3.12446 -6.43994  C107 1.353, C109 1.417
109 C -3.56589 2.23666 -5.36420  O108 1.417, C110 1.520, H112 1.090, H113 1.090
110 C -5.05208 1.99956 -5.15283  C109 1.520, H114 1.090, H115 1.090, H116 1.090
111 C -3.48834 3.61503 -8.71491  C107 1.476, H117 1.090, H118 1.090, H119 1.090
112 H -3.22940 2.93747 -4.60017  C109 1.090
113 H -2.93741 1.34994 -5.44702  C109 1.090
114 H -5.16878 1.66394 -4.12237  C110 1.090
115 H -5.39564 1.33622 -5.94658  C110 1.090
116 H -5.61801 2.91890 -5.30330  C110 1.090
117 H -4.56401 3.67938 -8.55099  C111 1.090
118 H -3.12627 3.22790 -9.66735  C111 1.090
119 H -3.19072 4.66078 -8.63781  C111 1.090
120 O 0.26109 2.15604 1.53031  C121 1.263
121 C 0.65669 1.16706 0.85246  O120 1.263, O122 1.440, C125 1.433
122 O -0.16986 0.47053 -0.09827  C121 1.440, C123 1.428
123 C -1.29818 1.12622 -0.67882  O122 1.428, C124 1.550, H126 1.090, H127 1.090
124 C -1.32487 1.06877 -2.22738  C123 1.550, H128 1.090, H129 1.090, H130 1.090
125 C 1.91922 0.53808 1.10520  C121 1.433, H131 1.090, H132 1.090, H133 1.090
126 H -1.55318 2.11956 -0.30955  C123 1.090
127 H -2.10282 0.45402 -0.38083  C123 1.090
128 H -2.23091 1.55379 -2.59064  C124 1.090
129 H -1.41845 0.04361 -2.58567  C124 1.090
130 H -0.41620 1.55951 -2.57609  C124 1.090
131 H 2.55871 1.37820 1.37601  C125 1.090
132 H 2.31353 0.12913 0.17495  C125 1.090
133 H 1.82030 -0.26673 1.83362  C125 1.090
134 O -2.21674 -3.66880 4.57588  C135 1.228
135 C -1.12224 -3.17909 4.31008  O134 1.228, O136 1.355, C139 1.552
136 O -0.24056 -2.61952 5.17329  C135 1.355, C137 1.457
137 C -0.62521 -2.54706 6.57686  O136 1.457, C138 1.605, H140 1.090, H141 1.090
138 C -1.74782 -1.42532 6.81830  C137 1.605, H142 1.090, H143 1.090, H144 1.090
139 C -0.65009 -2.92948 2.85296  C135 1.552, H145 1.090, H146 1.090, H147 1.090
140 H 0.28768 -2.19544 7.05758  C137 1.090
141 H -0.89239 -3.51861 6.99258  C137 1.090
142 H -1.50490 -0.50549 6.28633  C138 1.090
143 H -1.78222 -1.25002 7.89357  C138 1.090
144 H -2.75869 -1.72039 6.53694  C138 1.090
145 H -0.56446 -1.85792 2.67260  C139 1.090
146 H -1.39404 -3.44432 2.24504  C139 1.090
147 H 0.29716 -3.43469 2.66435  C139 1.090

Computed properties:
**HOMO energy**: -0.372 hartree
**2S+1**: 1
**DFT total energy**: -100318.91261 eV
**HOMO-LUMO gap**: 9.7 eV
**Energy relative to the best compared isomer or geometry (same formula, charge and spin)**: 195.1 kJ/mol